Entry 1:
Below is a 12-piece molecular cluster, C46H116BN3O13P overall in a non-equilibrium geometry, with properties calculated with the ωB97M-V functional and the def2-TZVPD basis.

The value obtained for the orbital gap is 0.1743 hartree. Its total charge is -1. The largest force on an atom is 1.80 eV/A. The value obtained for the LUMO energy is 1.466 eV.

Cartesian coordinates (Å):
C -3.096 -1.615 0.813
C -3.656 -1.126 -0.157
B -4.305 -0.535 -1.516
C -5.648 -1.436 -1.831
C -6.159 -1.354 -3.274
C -7.034 -0.117 -3.566
C -8.487 -0.515 -3.776
N -9.426 0.621 -3.762
C -9.578 1.230 -2.515
N -9.954 0.638 -1.460
N -9.318 2.590 -2.459
O -3.368 -0.464 -2.657
C -2.572 -1.588 -2.860
C -1.175 -1.371 -2.370
O -0.597 -0.269 -3.088
C 0.775 -0.183 -2.825
C 1.262 1.243 -3.009
P -4.679 1.371 -1.050
C -6.311 1.525 -0.174
C -4.676 2.422 -2.579
H -2.643 -1.683 1.755
H -6.488 -1.205 -1.175
H -5.432 -2.492 -1.646
H -6.821 -2.210 -3.426
H -5.368 -1.473 -4.003
H -6.923 0.619 -2.778
H -6.652 0.343 -4.475
H -8.569 -0.977 -4.754
H -8.776 -1.278 -3.072
H -9.101 1.305 -4.432
H -10.155 -0.338 -1.645
H -8.491 2.830 -2.988
H -9.213 2.847 -1.490
H -2.476 -1.724 -3.943
H -2.991 -2.514 -2.470
H -0.543 -2.247 -2.529
H -1.185 -1.094 -1.322
H 0.991 -0.470 -1.798
H 1.359 -0.830 -3.475
H 0.469 1.969 -2.888
H 2.030 1.477 -2.278
H 1.717 1.404 -3.974
H -7.177 1.710 -0.805
H -6.480 0.622 0.398
H -6.253 2.349 0.525
H -5.300 2.076 -3.402
H -4.889 3.452 -2.311
H -3.657 2.395 -2.938
C -5.500 1.843 3.717
C -5.023 0.411 3.909
C -3.517 0.363 4.127
O -5.374 -0.377 2.781
H -5.033 2.285 2.832
H -6.579 1.868 3.557
H -5.260 2.460 4.585
H -5.531 -0.032 4.768
H -2.993 0.762 3.254
H -3.184 -0.668 4.261
H -3.225 0.943 5.006
H -4.925 -0.009 2.007
C 4.590 -3.483 -3.887
C 3.394 -4.027 -3.119
C 3.096 -5.468 -3.505
O 2.252 -3.210 -3.361
H 4.388 -3.487 -4.962
H 4.788 -2.449 -3.602
H 5.486 -4.074 -3.697
H 3.590 -3.971 -2.050
H 2.850 -5.535 -4.568
H 2.234 -5.841 -2.950
H 3.950 -6.116 -3.304
H 2.058 -3.243 -4.304
C 5.745 -6.755 -0.213
C 6.629 -5.520 -0.300
C 6.929 -4.953 1.079
O 5.992 -4.524 -1.104
H 4.786 -6.507 0.249
H 5.533 -7.145 -1.209
H 6.220 -7.541 0.376
H 7.563 -5.774 -0.805
H 6.006 -4.649 1.580
H 7.558 -4.065 0.997
H 7.439 -5.684 1.708
H 5.164 -4.286 -0.674
C 7.426 -0.071 -1.781
C 8.217 -0.685 -0.636
C 8.965 -1.930 -1.084
O 7.337 -1.014 0.439
H 6.681 -0.779 -2.154
H 6.889 0.816 -1.442
H 8.079 0.211 -2.608
H 8.925 0.048 -0.246
H 8.263 -2.694 -1.432
H 9.523 -2.363 -0.252
H 9.663 -1.708 -1.893
H 6.703 -1.661 0.111
C 7.546 1.453 3.930
C 8.153 0.329 4.753
C 9.613 0.110 4.388
O 7.409 -0.873 4.551
H 7.581 1.202 2.866
H 6.498 1.602 4.192
H 8.081 2.393 4.082
H 8.073 0.565 5.815
H 9.707 -0.173 3.336
H 10.038 -0.703 4.979
H 10.206 1.009 4.556
H 7.465 -1.095 3.614
C 11.386 4.978 5.382
C 12.191 3.688 5.367
C 13.683 3.970 5.281
O 11.784 2.874 4.267
H 11.554 5.544 4.464
H 10.318 4.762 5.442
H 11.662 5.607 6.230
H 11.979 3.112 6.269
H 13.918 4.509 4.360
H 14.247 3.036 5.267
H 14.023 4.569 6.127
H 11.963 3.363 3.458
C 11.194 8.497 2.926
C 12.644 8.458 3.383
C 13.499 9.447 2.606
O 13.168 7.137 3.233
H 11.117 8.224 1.870
H 10.595 7.781 3.490
H 10.763 9.491 3.058
H 12.697 8.687 4.448
H 13.493 9.203 1.540
H 14.535 9.404 2.942
H 13.134 10.468 2.728
H 13.133 6.910 2.298
C -10.746 -4.503 -2.040
C -9.709 -4.845 -3.098
C -9.429 -6.341 -3.127
O -8.501 -4.130 -2.852
H -10.386 -4.780 -1.045
H -10.936 -3.429 -2.025
H -11.689 -5.020 -2.224
H -10.064 -4.521 -4.077
H -9.030 -6.674 -2.164
H -8.682 -6.576 -3.886
H -10.337 -6.910 -3.341
H -8.169 -4.400 -1.989
C -3.981 5.958 6.997
C -3.510 4.522 7.175
C -2.006 4.455 7.397
O -3.870 3.746 6.036
H -3.508 6.410 6.121
H -5.058 5.990 6.836
H -3.740 6.566 7.871
H -4.025 4.072 8.025
H -1.473 4.860 6.533
H -1.685 3.420 7.519
H -1.710 5.019 8.283
H -3.428 4.123 5.267
C -14.335 -8.653 -1.413
C -13.324 -7.526 -1.262
C -13.209 -7.073 0.186
O -13.692 -6.424 -2.090
H -15.329 -8.319 -1.104
H -14.407 -8.964 -2.456
H -14.058 -9.519 -0.810
H -12.348 -7.861 -1.617
H -14.169 -6.690 0.544
H -12.484 -6.264 0.276
H -12.900 -7.893 0.835
H -14.552 -6.105 -1.797
C -0.571 4.810 -4.596
C -0.340 4.031 -5.883
C -1.590 4.017 -6.752
O 0.059 2.700 -5.579
H -1.366 4.347 -4.005
H 0.331 4.809 -3.982
H -0.852 5.845 -4.803
H 0.486 4.479 -6.438
H -2.415 3.531 -6.227
H -1.411 3.453 -7.668
H -1.899 5.030 -7.020
H -0.653 2.278 -5.082

Atomic partial charges in e from the Löwdin method, atoms 1 to 8: 0.06 -0.08 -0.94 -0.15 -0.20 -0.19 -0.21 0.02

Entry 2:
Below is a 2-piece molecular cluster, C7H16 overall in a non-equilibrium geometry, with properties calculated with the ωB97M-V functional and the def2-TZVPD basis.

The energy relative to the best compared isomer or geometry (same formula, charge and spin) is 26.9 kcal/mol. The value obtained for the orbital gap is 0.3945 hartree. The largest force on an atom is 1.14 eV/A. The value obtained for the LUMO energy is 1.144 eV. The structure (SMILES) is C=CC.CCCC.

Cartesian coordinates (Å):
C -0.519 1.969 2.227
C 0.533 1.155 2.199
C 1.800 1.501 1.471
H -1.368 1.770 2.868
H -0.575 2.869 1.627
H 0.444 0.218 2.738
H 2.020 0.746 0.705
H 1.632 2.435 0.936
H 2.707 1.543 2.070
C 0.039 0.197 -2.739
C -0.450 -1.104 -2.117
C -0.352 -1.136 -0.595
C -1.067 -2.355 -0.013
H -0.502 1.036 -2.299
H -0.161 0.224 -3.812
H 1.121 0.283 -2.641
H 0.118 -1.936 -2.548
H -1.499 -1.297 -2.360
H 0.662 -1.156 -0.185
H -0.765 -0.195 -0.221
H -0.962 -2.433 1.069
H -0.709 -3.303 -0.422
H -2.133 -2.337 -0.255

Atomic partial charges in e from the Löwdin method, atoms 1 to 8: -0.02 -0.25 -0.11 0.05 0.05 0.09 0.06 0.07

Entry 3:
Below is C26H26N5PdS2Se as an isolated structure, with properties calculated with the ωB97M-V functional and the def2-TZVPD basis.

The energy relative to the best compared isomer or geometry (same formula, charge and spin) is 13.7 kcal/mol. Its spin multiplicity is 5. The value obtained for the orbital gap (alpha / beta) is 0.2531 / 0.1907 hartree. Its total charge is +1. The largest force on an atom is 0.58 eV/A. The value obtained for the LUMO energy (alpha / beta) is -3.078 / -5.320 eV. As for the expectation value of S²: 6.05.

Cartesian coordinates (Å):
Pd 0.226 1.227 0.448
N -0.130 3.902 3.819
C 0.422 3.276 2.762
S 0.768 1.557 2.908
N 0.732 4.008 1.715
N 1.233 3.171 0.764
C 2.201 3.487 0.008
C 2.811 2.378 -0.752
C 3.844 2.579 -1.652
C 4.429 1.478 -2.259
C 3.963 0.211 -1.950
C 2.916 0.092 -1.048
N 2.363 1.144 -0.453
H -0.226 3.411 4.689
H -0.211 4.905 3.802
H 2.645 4.478 0.016
H 4.176 3.584 -1.875
H 5.244 1.609 -2.957
H 4.396 -0.674 -2.395
H 2.513 -0.878 -0.777
C -2.651 0.920 2.596
C -3.076 1.445 1.266
C -4.461 1.693 1.086
C -4.926 2.103 -0.117
C -4.016 2.232 -1.191
C -4.468 2.578 -2.487
C -3.606 2.627 -3.554
C -2.260 2.353 -3.346
C -1.756 2.034 -2.073
S -0.107 1.727 -1.946
C -2.657 1.970 -0.945
N -2.194 1.624 0.295
H -3.107 1.502 3.397
H -1.574 0.926 2.721
H -3.014 -0.108 2.695
H -5.125 1.543 1.926
H -5.976 2.311 -0.277
H -5.520 2.796 -2.620
H -3.963 2.875 -4.544
H -1.564 2.377 -4.174
C 2.256 -6.584 0.405
C 1.658 -5.207 0.337
C 1.020 -4.757 -0.816
C 0.399 -3.519 -0.874
C -0.292 -3.071 -2.132
C 0.439 -2.714 0.272
Se -0.640 -1.148 0.285
C 1.129 -3.100 1.428
C 1.221 -2.231 2.653
C 1.719 -4.358 1.434
H 2.158 -7.107 -0.544
H 1.758 -7.178 1.172
H 3.315 -6.540 0.665
H 1.003 -5.392 -1.694
H -0.129 -3.785 -2.938
H 0.072 -2.096 -2.466
H -1.370 -2.977 -1.973
H 0.984 -1.188 2.439
H 2.228 -2.268 3.069
H 0.535 -2.575 3.428
H 2.243 -4.680 2.328

Atomic partial charges in e from the Löwdin method, atoms 1 to 8: 0.45 0.09 -0.84 0.59 0.00 -0.18 -0.07 -0.30

Entry 4:
Below is a 6-piece molecular cluster, C38H79O10P overall in a non-equilibrium geometry, with properties calculated with the ωB97M-V functional and the def2-TZVPD basis.

The value obtained for the orbital gap is 0.2938 hartree. The largest force on an atom is 2.03 eV/A. The value obtained for the LUMO energy is 0.329 eV. The structure (SMILES) is CCCCCCCCCCCCCCCCCCP.CCOC(C)=O.CCOC(C)=O.CCOC(C)=O.CCOC(C)=O.CCOC(C)=O.

Cartesian coordinates (Å):
C -2.549 4.925 1.701
C -3.496 3.988 0.851
C -4.024 2.871 1.820
C -4.939 1.805 1.131
C -5.941 2.394 0.065
C -5.325 2.448 -1.395
C -5.676 3.812 -2.064
C -4.964 4.086 -3.441
C -3.522 3.518 -3.558
C -2.437 4.437 -2.888
C -0.972 3.964 -3.197
C -0.807 2.410 -3.166
C 0.650 1.926 -2.899
C 0.803 0.336 -3.040
C -0.590 -0.371 -3.022
C -0.502 -1.929 -2.871
C -1.966 -2.491 -2.908
C -2.621 -2.803 -1.501
P -2.062 -1.761 -0.042
H -2.221 5.819 1.143
H -1.701 4.283 2.030
H -3.096 5.192 2.632
H -4.316 4.582 0.400
H -2.861 3.550 0.056
H -4.522 3.409 2.657
H -3.117 2.365 2.219
H -5.572 1.356 1.931
H -4.321 0.980 0.714
H -6.832 1.724 0.050
H -6.301 3.390 0.401
H -5.683 1.564 -1.957
H -4.228 2.335 -1.267
H -6.773 3.780 -2.281
H -5.547 4.683 -1.386
H -5.600 3.683 -4.256
H -4.957 5.194 -3.583
H -3.264 3.521 -4.647
H -3.431 2.456 -3.249
H -2.543 5.432 -3.386
H -2.618 4.616 -1.811
H -0.603 4.323 -4.182
H -0.289 4.405 -2.431
H -1.499 2.032 -2.377
H -1.145 1.986 -4.133
H 1.376 2.407 -3.595
H 0.940 2.267 -1.878
H 1.394 -0.064 -2.187
H 1.336 0.072 -3.981
H -1.167 -0.162 -3.949
H -1.147 -0.014 -2.126
H 0.015 -2.354 -3.763
H 0.091 -2.256 -1.996
H -2.602 -1.728 -3.415
H -2.029 -3.399 -3.547
H -3.711 -2.588 -1.614
H -2.572 -3.880 -1.227
H -0.662 -1.520 -0.051
H -2.664 -0.472 -0.105
C 2.369 -1.310 -7.921
C 2.909 -1.795 -6.592
O 1.907 -2.492 -5.844
C 1.619 -3.793 -6.003
C 2.165 -4.530 -7.196
O 0.874 -4.329 -5.228
H 2.057 -2.140 -8.557
H 3.125 -0.733 -8.455
H 1.491 -0.681 -7.766
H 3.808 -2.405 -6.701
H 3.191 -0.936 -5.982
H 1.420 -4.522 -7.991
H 2.363 -5.560 -6.901
H 3.104 -4.130 -7.573
C 3.414 2.048 1.809
C 2.737 1.082 0.862
O 3.375 1.078 -0.419
C 4.457 0.343 -0.729
C 5.244 -0.338 0.362
O 4.821 0.295 -1.875
H 4.446 1.766 2.002
H 2.885 2.085 2.763
H 3.432 3.051 1.377
H 2.669 0.071 1.267
H 1.713 1.414 0.682
H 6.075 0.301 0.656
H 5.633 -1.273 -0.039
H 4.660 -0.598 1.239
C -2.719 -5.047 1.709
C -1.240 -4.836 1.945
O -0.795 -5.556 3.108
C -0.435 -6.847 3.097
C -0.749 -7.689 1.890
O 0.070 -7.329 4.077
H -2.949 -6.097 1.512
H -3.060 -4.454 0.863
H -3.290 -4.758 2.592
H -0.632 -5.087 1.072
H -1.060 -3.785 2.155
H -1.693 -8.208 2.055
H 0.047 -8.422 1.768
H -0.800 -7.128 0.960
C 7.827 2.687 6.019
C 6.394 2.206 6.114
O 5.921 1.722 4.852
C 6.127 0.475 4.405
C 7.122 -0.407 5.110
O 5.567 0.106 3.407
H 8.506 1.879 5.745
H 8.155 3.104 6.972
H 7.919 3.454 5.249
H 6.253 1.457 6.896
H 5.748 3.046 6.371
H 8.085 -0.331 4.605
H 6.768 -1.435 5.053
H 7.245 -0.179 6.166
C -0.014 0.683 5.757
C -1.426 0.138 5.819
O -1.830 -0.406 4.559
C -1.549 -1.658 4.161
C -0.540 -2.469 4.929
O -2.053 -2.086 3.157
H 0.711 -0.100 5.532
H 0.261 1.146 6.706
H 0.069 1.430 4.965
H -1.560 -0.592 6.619
H -2.119 0.954 6.026
H 0.437 -2.363 4.456
H -0.841 -3.516 4.894
H -0.465 -2.203 5.981

Atomic partial charges in e from the Löwdin method, atoms 1 to 8: -0.11 -0.26 -0.21 -0.20 -0.20 -0.20 -0.21 -0.20

Entry 5:
Below is C4H12IMnO2 as an isolated structure in a non-equilibrium geometry, with properties calculated with the ωB97M-V functional and the def2-TZVPD basis.

The energy relative to the best compared isomer or geometry (same formula, charge and spin) is 75.6 kcal/mol. Its spin multiplicity is 6. The value obtained for the orbital gap (alpha / beta) is 0.1103 / 0.1276 hartree. Its total charge is +1. The largest force on an atom is 1.54 eV/A. The value obtained for the LUMO energy (alpha / beta) is -9.143 / -8.670 eV. As for the expectation value of S²: 8.77.

Cartesian coordinates (Å):
Mn -2.300 4.289 0.359
I -0.427 0.749 0.515
C -2.949 -3.184 4.360
C -2.200 -4.368 3.793
O -1.838 -4.093 2.413
H -3.516 -3.490 5.239
H -3.697 -2.775 3.682
H -2.240 -2.421 4.682
H -2.906 -5.197 3.734
H -1.384 -4.656 4.456
H -1.267 -3.322 2.375
C 2.840 4.030 -4.420
C 2.670 2.582 -4.009
O 3.250 2.465 -2.734
H 2.522 4.721 -3.640
H 2.198 4.377 -5.230
H 3.890 4.188 -4.666
H 3.133 1.868 -4.689
H 1.622 2.282 -3.974
H 2.599 1.954 -2.248

Atomic partial charges in e from the Löwdin method, atoms 1 to 8: 1.05 -0.05 -0.11 -0.30 -0.09 0.07 0.07 0.07

Entry 6:
Below is one molecule with the formula C6H6 in a non-equilibrium geometry, with properties calculated with the ωB97M-V functional and the def2-TZVPD basis.

The energy relative to the best compared isomer or geometry (same formula, charge and spin) is 128.6 kcal/mol. The value obtained for the orbital gap is 0.3946 hartree. The largest force on an atom is 5.49 eV/A. The value obtained for the LUMO energy is 1.215 eV. The structure (SMILES) is C#CCC1C=C1.

Cartesian coordinates (Å):
C 2.291 0.807 -0.038
C 1.537 -0.093 0.022
C 0.459 -1.098 0.062
C -0.900 -0.489 -0.164
C -1.443 0.636 0.656
C -1.203 0.925 -0.572
H 2.991 1.670 -0.316
H 0.710 -2.029 -0.695
H 0.476 -1.447 1.029
H -1.673 -1.381 -0.339
H -1.956 0.840 1.725
H -1.288 1.660 -1.370

Atomic partial charges in e from the Löwdin method, atoms 1 to 8: 0.08 -0.18 -0.21 -0.32 -0.05 -0.03 0.07 0.17